Entry from OMol25: a 11-piece molecular cluster, C44H121N11O11 overall at a distorted geometry (wB97M-V/def2-TZVPD).

## Properties
Kohn-Sham gap in eV: 8.952
Structure (SMILES): COC[C@H](C)N.COC[C@H](C)N.COC[C@H](C)N.COC[C@H](C)N.COC[C@H](C)N.COC[C@H](C)N.COC[C@H](C)N.COC[C@H](C)N.COC[C@H](C)N.COC[C@H](C)N.COC[C@H](C)N
LUMO energy in Ha: 0.01613
Energy in Eh: -3178.6907
Energy relative to the best compared isomer or geometry (same formula, charge and spin) in kcal per mole: 61.2

Structure (XYZ):
```
187
C44H121N11O11 | OMol25 | wB97M-V/def2-TZVPD
C 3.532 5.261 -2.425
O 3.495 6.579 -2.882
C 3.233 7.499 -1.841
C 3.059 8.939 -2.324
C 1.958 9.122 -3.359
N 4.346 9.522 -2.676
H 4.029 4.653 -3.182
H 2.616 4.762 -2.097
H 4.235 5.164 -1.580
H 2.406 7.213 -1.186
H 4.144 7.559 -1.221
H 2.612 9.350 -1.407
H 2.225 8.853 -4.383
H 1.569 10.137 -3.246
H 1.087 8.481 -3.190
H 4.849 8.752 -3.124
H 4.298 10.178 -3.451
C -0.136 2.494 -0.946
O -0.016 1.135 -0.629
C -1.025 0.604 0.250
C -0.764 -0.916 0.164
C -1.822 -1.632 0.994
N 0.531 -1.284 0.732
H -1.092 2.803 -1.387
H 0.619 2.763 -1.685
H 0.017 3.101 -0.043
H -0.776 1.040 1.221
H -2.039 0.836 -0.088
H -0.816 -1.248 -0.874
H -1.817 -2.713 0.831
H -2.800 -1.301 0.636
H -1.658 -1.485 2.061
H 0.431 -1.104 1.728
H 1.305 -0.685 0.457
C -3.148 -1.205 4.815
O -1.915 -1.878 4.758
C -1.916 -3.205 4.266
C -0.611 -4.014 4.445
C 0.653 -3.275 4.019
N -0.711 -5.306 3.761
H -3.756 -1.515 5.669
H -3.699 -1.429 3.893
H -2.907 -0.148 4.882
H -2.570 -3.703 5.003
H -2.368 -3.177 3.269
H -0.541 -4.234 5.513
H 0.730 -2.359 4.611
H 0.659 -3.074 2.945
H 1.573 -3.839 4.194
H -0.732 -5.188 2.741
H 0.035 -5.917 4.053
C 5.108 -3.894 -4.481
O 3.964 -3.543 -3.736
C 3.697 -2.137 -3.743
C 2.323 -1.978 -3.066
C 1.496 -0.821 -3.591
N 2.569 -1.727 -1.643
H 5.238 -4.963 -4.296
H 5.998 -3.372 -4.136
H 4.928 -3.862 -5.559
H 4.470 -1.595 -3.199
H 3.562 -1.883 -4.801
H 1.769 -2.913 -3.218
H 1.274 -0.855 -4.660
H 2.001 0.122 -3.369
H 0.537 -0.829 -3.067
H 2.920 -2.616 -1.276
H 1.743 -1.643 -1.056
C -5.240 0.553 -0.220
O -4.633 1.838 -0.205
C -5.439 2.964 -0.424
C -4.668 4.183 0.055
C -4.749 4.289 1.575
N -5.399 5.345 -0.516
H -6.209 0.604 0.280
H -4.534 -0.088 0.306
H -5.298 0.189 -1.251
H -5.847 3.105 -1.433
H -6.386 2.908 0.134
H -3.653 4.246 -0.339
H -5.788 4.323 1.925
H -4.276 5.200 1.938
H -4.457 3.331 2.012
H -4.885 5.716 -1.318
H -5.302 6.179 0.066
C -1.850 7.599 2.571
O -2.218 7.682 1.205
C -1.518 6.769 0.349
C -1.364 7.419 -1.004
C -0.691 6.444 -1.964
N -0.516 8.613 -0.864
H -2.702 7.337 3.202
H -1.540 8.597 2.896
H -1.024 6.914 2.758
H -0.502 6.565 0.700
H -2.146 5.875 0.334
H -2.311 7.696 -1.483
H 0.355 6.226 -1.752
H -0.658 6.917 -2.954
H -1.279 5.545 -2.171
H -0.673 9.295 -1.594
H -0.819 9.042 0.009
C 3.664 1.462 -0.123
O 4.435 1.053 1.016
C 5.652 0.485 0.614
C 6.543 0.170 1.817
C 7.882 -0.372 1.380
N 5.885 -0.815 2.676
H 4.194 2.295 -0.589
H 2.649 1.666 0.211
H 3.601 0.586 -0.778
H 5.479 -0.462 0.083
H 6.210 1.178 -0.037
H 6.655 1.093 2.397
H 8.408 0.340 0.744
H 7.712 -1.246 0.730
H 8.561 -0.817 2.106
H 6.066 -1.767 2.379
H 4.878 -0.753 2.731
C -1.756 -0.158 -3.655
O -1.716 -1.272 -4.498
C -1.972 -2.457 -3.782
C -1.914 -3.598 -4.755
C -2.886 -3.502 -5.950
N -2.016 -4.920 -4.098
H -1.098 -0.197 -2.782
H -2.759 0.076 -3.267
H -1.503 0.739 -4.225
H -1.224 -2.583 -2.986
H -2.935 -2.508 -3.236
H -0.895 -3.518 -5.159
H -2.977 -4.453 -6.468
H -2.485 -2.813 -6.695
H -3.826 -3.142 -5.523
H -1.729 -5.580 -4.814
H -3.018 -5.100 -3.999
C 2.137 -8.961 1.220
O 1.727 -7.936 0.324
C 0.791 -7.082 0.944
C 0.425 -5.880 0.077
C 1.528 -4.806 0.037
N -0.809 -5.295 0.662
H 1.246 -9.564 1.444
H 2.603 -8.599 2.137
H 2.761 -9.612 0.609
H -0.119 -7.662 1.163
H 1.135 -6.737 1.928
H 0.142 -6.282 -0.903
H 2.382 -5.248 -0.472
H 1.822 -4.564 1.059
H 1.047 -3.939 -0.413
H -1.541 -5.929 0.356
H -0.921 -4.355 0.306
C -3.856 -5.589 2.459
O -4.833 -6.278 1.704
C -4.260 -6.944 0.588
C -3.854 -5.936 -0.502
C -5.031 -5.115 -0.975
N -3.259 -6.695 -1.610
H -3.594 -4.568 2.174
H -2.962 -6.197 2.618
H -4.237 -5.486 3.479
H -3.495 -7.672 0.870
H -5.071 -7.517 0.122
H -3.060 -5.264 -0.166
H -5.873 -5.725 -1.309
H -4.700 -4.396 -1.730
H -5.457 -4.451 -0.212
H -3.932 -7.287 -2.074
H -2.679 -6.170 -2.246
C 1.787 4.371 4.874
O 1.208 3.189 4.397
C 2.096 2.147 4.059
C 1.435 1.062 3.209
C 0.094 0.721 3.840
N 2.214 -0.189 3.258
H 0.998 5.072 5.128
H 2.387 4.873 4.098
H 2.471 4.127 5.695
H 2.962 2.582 3.534
H 2.498 1.744 5.002
H 1.279 1.421 2.190
H -0.355 -0.149 3.358
H -0.630 1.538 3.785
H 0.119 0.430 4.894
H 3.026 0.052 2.689
H 2.452 -0.243 4.244
```